# 1
{"formula": "C30H33FN4O6OsPS", "method": "ωB97M-V with the def2-TZVPD basis set", "species": ["Os", "C", "C", "C", "C", "C", "C", "C", "F", "C", "C", "C", "O", "C", "C", "N", "C", "C", "O", "O", "H", "H", "H", "H", "H", "H", "H", "H", "H", "H", "H", "N", "C", "C", "C", "C", "C", "C", "N", "C", "C", "C", "S", "C", "N", "H", "H", "H", "H", "H", "H", "H", "C", "C", "O", "P", "O", "C", "C", "O", "C", "C", "H", "H", "H", "H", "H", "H", "H", "H", "H", "H", "H", "H", "H", "H", "H"], "xyz": [[-0.161251, 0.072037, -0.044668], [1.627857, -5.192137, 5.000292], [0.924031, -4.023839, 5.672641], [-0.215663, -4.471398, 6.564225], [-0.836367, -3.275067, 7.265623], [-1.255765, -2.242340, 6.273762], [-2.246355, -1.336407, 6.575076], [-2.639120, -0.415397, 5.620634], [-3.572719, 0.439497, 5.906576], [-2.072272, -0.363911, 4.322104], [-1.076517, -1.242896, 3.991203], [-0.456598, -1.191608, 2.668540], [-0.936582, -0.434236, 1.789052], [0.657254, -2.056460, 2.457778], [1.001985, -2.925079, 3.437823], [0.380674, -3.019322, 4.655018], [-0.634135, -2.186717, 4.962725], [1.525054, -2.086843, 1.222329], [2.365990, -2.925478, 1.103421], [1.349224, -1.094106, 0.358179], [1.837911, -5.931530, 5.772176], [2.585788, -4.925956, 4.554872], [0.993534, -5.669622, 4.248535], [1.641382, -3.450858, 6.266985], [0.176274, -5.179286, 7.291473], [-0.964625, -5.001008, 5.965920], [-0.111489, -2.819329, 7.952123], [-1.694646, -3.560391, 7.872743], [-2.731354, -1.342999, 7.544213], [-2.414512, 0.372101, 3.605421], [1.820493, -3.601946, 3.242520], [0.109479, 1.479384, -3.880865], [1.436196, 1.030706, -3.898141], [2.409554, 1.075727, -4.887968], [3.624743, 0.520925, -4.561913], [3.862485, -0.057627, -3.299672], [2.893026, -0.095783, -2.322235], [1.664541, 0.466855, -2.648556], [0.476052, 0.583582, -1.912022], [-0.413014, 1.188636, -2.694975], [-1.747138, 1.401340, -2.158702], [-2.869517, 1.963156, -2.649308], [-4.128740, 1.841233, -1.501239], [-3.106996, 1.052170, -0.422095], [-1.886714, 0.882649, -0.875778], [-0.367403, 1.935016, -4.644189], [2.226392, 1.513670, -5.860819], [4.416146, 0.523751, -5.298828], [4.833253, -0.490265, -3.097485], [3.066584, -0.553051, -1.358578], [-3.029139, 2.438177, -3.606592], [-3.428221, 0.709356, 0.550147], [1.996376, 4.897643, -0.599171], [2.843231, 3.880370, 0.118631], [2.120813, 3.291952, 1.256424], [1.107646, 2.094715, 1.182874], [1.310857, 1.424661, 2.632071], [2.647595, 1.215846, 3.191029], [2.894324, 2.180874, 4.321253], [-0.364924, 2.702344, 1.327103], [-0.727792, 3.711821, 2.328685], [-1.113403, 4.995120, 1.643322], [2.582248, 5.331264, -1.410891], [1.703248, 5.707416, 0.068523], [1.098991, 4.446147, -1.029366], [3.727117, 4.329226, 0.556025], [3.159224, 3.072218, -0.541460], [3.395687, 1.321950, 2.405847], [2.665675, 0.180739, 3.533016], [2.906846, 3.208777, 3.957727], [3.861951, 1.968594, 4.780529], [2.121263, 2.088392, 5.086689], [0.109499, 3.844632, 3.013279], [-1.564149, 3.289026, 2.883858], [-0.249504, 5.479543, 1.189889], [-1.544234, 5.680435, 2.374755], [-1.860799, 4.812003, 0.868651]], "forces_ev_per_angstrom": [[0.48, 0.38, -0.42], [-0.06, 0.01, -0.06], [0.09, -0.02, -0.12], [-0.12, 0.03, -0.10], [0.02, -0.04, -0.11], [-0.01, 0.02, -0.08], [0.06, -0.10, 0.05], [0.18, -0.03, -0.29], [-0.20, 0.21, 0.00], [-0.19, 0.15, 0.14], [0.08, -0.08, -0.02], [0.07, -0.11, -0.05], [-0.30, 0.15, 0.25], [-0.12, 0.10, 0.04], [-0.05, -0.19, 0.32], [0.20, -0.16, 0.03], [0.11, -0.14, 0.10], [-0.14, 0.50, -0.08], [0.12, -0.14, -0.04], [0.21, -0.46, -0.08], [0.01, 0.01, -0.01], [-0.03, -0.01, 0.03], [0.03, 0.02, 0.06], [0.03, 0.05, -0.02], [0.00, 0.01, 0.02], [0.04, -0.01, 0.05], [0.01, 0.01, 0.00], [-0.02, 0.01, 0.02], [-0.01, 0.01, -0.04], [-0.04, -0.01, 0.09], [0.01, -0.01, 0.09], [0.09, 0.09, -0.22], [-0.21, 0.13, -0.11], [-0.14, 0.08, -0.09], [0.17, -0.10, 0.08], [0.09, 0.03, -0.12], [0.05, -0.03, 0.11], [-0.20, 0.06, 0.27], [0.13, -0.27, 0.31], [-0.11, -0.05, -0.09], [0.30, -0.21, 0.14], [-0.20, 0.16, -0.16], [-0.21, 0.05, -0.04], [0.02, -0.01, -0.01], [0.07, 0.11, -0.02], [0.01, 0.00, -0.02], [0.00, -0.02, 0.04], [0.01, -0.01, 0.03], [-0.02, 0.01, -0.02], [0.00, -0.01, -0.02], [-0.01, -0.04, 0.06], [0.02, 0.03, -0.02], [0.02, 0.04, -0.03], [-0.14, -0.09, -0.07], [0.41, 0.17, -0.24], [-0.90, -0.32, 0.51], [0.17, 0.00, -0.12], [-0.05, 0.02, 0.02], [0.00, 0.05, 0.03], [0.11, 0.02, -0.02], [0.04, 0.00, 0.02], [-0.03, 0.07, -0.03], [-0.02, 0.00, 0.00], [0.02, -0.03, -0.03], [0.01, 0.00, 0.02], [0.05, 0.02, 0.10], [-0.01, -0.06, 0.00], [0.01, 0.01, -0.04], [-0.02, -0.02, 0.00], [0.01, -0.04, 0.02], [-0.05, 0.02, -0.02], [0.05, 0.00, -0.03], [-0.01, 0.01, 0.01], [0.00, -0.04, -0.01], [-0.05, -0.03, 0.02], [0.03, 0.00, -0.03], [0.01, 0.01, 0.06]], "mulliken_spin": [2.45, 0.01, -0.02, 0.01, -0.01, 0.13, -0.03, 0.16, 0.04, 0.15, -0.04, 0.06, 0.12, 0.02, -0.05, 0.15, 0.22, 0.03, 0.05, 0.17, 0.00, 0.00, 0.00, 0.01, 0.00, 0.00, 0.02, 0.01, 0.00, 0.02, 0.00, 0.03, -0.01, 0.01, 0.00, 0.00, 0.02, -0.04, -0.01, 0.02, 0.03, 0.00, 0.01, 0.06, -0.08, 0.00, 0.00, 0.00, 0.00, -0.01, 0.00, 0.00, 0.01, 0.02, 0.05, 0.09, 0.05, 0.00, 0.00, 0.06, 0.00, 0.00, 0.00, 0.00, 0.00, 0.00, -0.01, 0.00, 0.00, 0.00, 0.00, 0.00, 0.00, 0.00, 0.00, 0.00, 0.00], "relative_energy_kcal_mol": 14.6, "spin_multiplicity": 5, "e_tot_ev": -75177.1809, "max_force_ev_per_a": 1.08, "lumo_energy_ev": [-9.09, -12.01], "gap_ha": [0.2526, 0.1494], "charge": 3}

=====

# 2
{"formula": "C30H34BF3O2", "method": "ωB97M-V with the def2-TZVPD basis set", "species": ["C", "C", "C", "C", "C", "C", "O", "B", "C", "C", "C", "C", "C", "F", "F", "F", "C", "C", "C", "C", "C", "O", "H", "H", "H", "H", "H", "H", "H", "H", "H", "H", "H", "H", "H", "H", "H", "H", "H", "H", "H", "H", "H", "C", "C", "C", "C", "C", "C", "C", "C", "C", "C", "C", "C", "C", "C", "H", "H", "H", "H", "H", "H", "H", "H", "H", "H", "H", "H", "H"], "xyz": [[3.186772, -2.581138, -1.051832], [1.818452, -2.143006, -0.570963], [0.924124, -3.344989, -0.774097], [1.839585, -1.580826, 0.923121], [1.159505, -2.455616, 1.948503], [3.205399, -1.287219, 1.495850], [1.110830, -0.341396, 0.860503], [0.916247, -0.043245, -0.489862], [0.679187, 1.470493, -1.113743], [0.757040, 2.646943, -0.332246], [0.454581, 3.906388, -0.864498], [-0.142291, 3.984089, -2.125534], [-0.766391, 5.287362, -2.564399], [-0.266834, 5.772461, -3.736519], [-2.122524, 5.118478, -2.748701], [-0.613626, 6.281500, -1.634058], [-0.254323, 2.850246, -2.922087], [0.201800, 1.617388, -2.437735], [2.833443, 1.092281, -0.461723], [3.861550, 0.443634, -1.317827], [3.515940, 1.887784, -1.503171], [1.250480, -1.066724, -1.373087], [3.479346, -3.466852, -0.469749], [3.155926, -2.878195, -2.110123], [3.965874, -1.821053, -0.937603], [1.240547, -4.192593, -0.153396], [-0.116199, -3.108779, -0.553086], [0.973950, -3.659270, -1.821531], [1.776503, -3.334092, 2.186483], [1.019949, -1.860423, 2.850970], [0.185807, -2.803819, 1.601860], [3.723470, -2.230510, 1.703821], [3.812573, -0.672807, 0.827870], [3.068073, -0.742182, 2.438419], [1.094824, 2.596345, 0.696201], [0.637090, 4.806929, -0.287045], [-0.669006, 2.928557, -3.934904], [0.151879, 0.749812, -3.104696], [2.969980, 1.226473, 0.613190], [4.875632, 0.275653, -0.941157], [3.554407, -0.216020, -2.124300], [2.964017, 2.115209, -2.410395], [4.278189, 2.608751, -1.215377], [-3.500653, -4.983791, 1.295116], [-2.893101, -3.633704, 1.018930], [-2.692043, -3.134292, -0.276700], [-2.097913, -1.896143, -0.497741], [-1.654439, -1.080202, 0.575394], [-1.144886, 0.273461, 0.345225], [-1.885904, 1.399762, 0.960638], [-2.145869, 2.559302, 0.184066], [-2.680590, 3.722739, 0.704734], [-3.207327, 3.728133, 2.007341], [-3.171055, 2.522981, 2.734103], [-2.559566, 1.381339, 2.209851], [-1.867677, -1.591010, 1.870180], [-2.486121, -2.820313, 2.084821], [-2.947664, -5.496474, 2.092370], [-4.546092, -4.923906, 1.631895], [-3.477638, -5.624613, 0.405287], [-3.015118, -3.752519, -1.121780], [-1.974888, -1.531370, -1.525271], [-1.095839, 0.438373, -0.733850], [-1.886762, 2.535329, -0.884371], [-2.687230, 4.641325, 0.112309], [-3.621177, 4.639929, 2.430899], [-3.626776, 2.492020, 3.721915], [-2.658098, 0.455964, 2.767338], [-1.521978, -1.002278, 2.715875], [-2.645375, -3.156066, 3.110081]], "forces_ev_per_angstrom": [[0.71, 0.15, -0.20], [-0.22, -0.24, 0.28], [-0.50, -0.40, 0.13], [-0.10, 0.02, -0.08], [-0.39, -0.71, -0.14], [0.77, 0.14, -0.07], [0.43, -1.03, 0.33], [1.40, 1.62, 0.00], [0.69, 0.06, 0.82], [-0.31, 1.17, -0.45], [-0.07, -1.11, 0.32], [0.05, 0.66, -0.12], [-0.12, 0.16, 0.00], [-0.43, -0.30, 0.66], [1.01, 0.36, 0.04], [-0.20, -0.74, -0.78], [0.22, -0.19, 0.10], [0.15, -0.26, -0.38], [0.47, 0.49, -0.97], [0.27, 0.05, -0.65], [0.23, 0.43, 0.00], [-0.18, -0.14, 0.70], [-0.01, 0.21, -0.15], [-0.10, 0.11, 0.27], [-0.26, -0.44, 0.03], [-0.07, 0.16, -0.10], [0.22, -0.14, 0.04], [0.03, 0.09, 0.09], [-0.14, 0.21, -0.03], [0.00, -0.09, 0.06], [0.23, 0.01, 0.19], [0.07, 0.24, 0.00], [-0.02, -0.31, 0.33], [0.05, -0.17, -0.16], [0.07, -0.07, -0.09], [-0.23, -0.19, 0.03], [0.09, -0.10, 0.49], [0.04, 0.24, 0.33], [-0.47, 0.12, -0.42], [-0.44, -0.34, 0.20], [-0.01, 0.08, 0.21], [-0.03, 0.20, 0.15], [-0.28, 0.09, -0.04], [-0.07, -0.26, -0.06], [0.20, 0.53, 0.05], [-0.20, -0.29, 0.14], [0.21, 0.52, 0.06], [-0.30, -0.82, 0.60], [-3.69, 0.21, -2.05], [-0.17, 0.08, -0.07], [1.18, -0.26, -0.73], [-0.63, 0.32, 0.82], [0.73, -0.55, -0.47], [0.03, 0.10, -0.44], [0.15, 0.33, 0.40], [-0.14, -0.16, -0.15], [0.13, 0.25, -0.04], [-0.08, 0.10, -0.18], [0.24, 0.15, -0.13], [-0.01, 0.16, 0.17], [0.17, 0.32, 0.22], [-0.01, -0.16, 0.41], [-0.62, -0.01, 0.38], [0.05, 0.08, 0.62], [-0.18, -0.41, 0.03], [0.03, -0.23, -0.03], [0.03, -0.15, -0.22], [0.22, 0.37, 0.03], [0.04, -0.35, -0.12], [0.09, 0.00, -0.21]], "mulliken_charge": [-2.11, 1.87, -1.82, 1.58, -1.88, -2.10, -0.30, 1.10, 0.30, -0.19, -1.06, 0.29, 0.65, -0.28, -0.26, -0.30, -1.10, -0.37, -0.13, -1.30, -0.66, -0.52, 0.39, 0.35, 0.51, 0.37, 0.27, 0.50, 0.46, 0.39, 0.31, 0.44, 0.37, 0.42, 0.34, 0.45, 0.42, 0.43, 0.83, 0.24, 0.35, 0.16, 0.33, -1.53, 0.95, -0.52, -0.72, 1.79, -0.91, 0.72, -0.43, -0.47, -0.80, -0.72, -0.37, -0.46, -1.35, 0.36, 0.30, 0.37, 0.35, 0.26, 0.20, 0.66, 0.38, 0.41, 0.40, 0.42, 0.65, 0.35], "relative_energy_kcal_mol": 63.9, "spin_multiplicity": 1, "e_tot_ev": -44581.6665, "max_force_ev_per_a": 4.23, "lumo_energy_ev": -2.13, "gap_ha": 0.1545}

=====

# 3
{"formula": "C30H34BrN5O2Ru", "method": "ωB97M-V with the def2-TZVPD basis set", "species": ["Ru", "C", "C", "C", "C", "C", "N", "C", "C", "C", "N", "C", "C", "C", "C", "C", "C", "C", "C", "N", "C", "C", "C", "N", "C", "C", "C", "C", "O", "C", "O", "H", "H", "H", "H", "H", "H", "H", "H", "H", "H", "H", "H", "H", "H", "H", "H", "H", "H", "H", "H", "H", "H", "H", "H", "H", "H", "H", "H", "C", "C", "C", "C", "C", "Br", "N", "C", "H", "H", "H", "H", "H", "H"], "xyz": [[0.394339, 0.079441, 0.534798], [-2.778996, 5.237427, -3.257669], [-1.843463, 4.315968, -2.529527], [-0.465078, 4.391919, -2.687855], [0.432284, 3.529815, -2.032805], [1.825541, 3.710506, -2.289644], [2.765294, 2.973866, -1.785532], [4.200169, 3.080885, -2.051485], [4.997951, 2.925899, -0.742088], [6.188851, 1.973188, -0.827659], [5.747666, 0.582961, -1.139572], [5.082547, -0.222795, -0.401876], [4.742592, -0.021771, 1.020768], [5.711887, 0.083981, 1.976008], [5.374115, 0.080179, 3.358597], [6.407660, 0.162280, 4.407797], [3.998328, -0.047983, 3.708494], [2.992904, -0.136450, 2.781917], [1.623729, -0.285185, 3.299861], [0.530650, -0.288673, 2.642706], [-0.725610, -0.426392, 3.420593], [-1.832560, -1.033752, 2.578742], [-2.473411, -0.063917, 1.607268], [-1.522408, 0.599163, 0.662739], [-2.061420, 1.541111, -0.059443], [-1.454360, 2.441642, -0.981253], [-2.305219, 3.339671, -1.662070], [-0.059224, 2.526374, -1.157230], [0.784021, 1.741355, -0.524576], [3.335784, -0.114840, 1.376274], [2.499913, -0.150425, 0.429816], [-2.288680, 6.171730, -3.523374], [-3.653366, 5.470575, -2.652593], [-3.130442, 4.771797, -4.180126], [-0.057993, 5.154065, -3.344817], [2.127708, 4.513922, -2.956768], [2.439765, 2.226001, -1.172391], [4.397553, 4.040216, -2.526346], [4.459579, 2.307378, -2.778544], [4.331005, 2.591975, 0.058285], [5.385161, 3.892363, -0.418875], [6.743989, 1.964967, 0.106722], [6.881868, 2.254469, -1.618358], [5.977546, 0.247357, -2.073871], [4.771090, -1.155537, -0.867661], [6.761015, 0.120815, 1.704131], [7.395074, 0.391290, 4.016110], [6.462900, -0.798587, 4.940067], [6.130853, 0.896160, 5.171326], [3.751256, -0.075449, 4.764747], [1.572440, -0.403824, 4.383706], [-1.007428, 0.571912, 3.766831], [-0.528500, -1.041215, 4.299431], [-2.624806, -1.365064, 3.252007], [-1.477126, -1.930945, 2.070989], [-2.980912, 0.723180, 2.167541], [-3.220192, -0.586923, 1.007959], [-3.132458, 1.687965, 0.078993], [-3.374113, 3.261102, -1.490810], [0.238101, -5.599691, 1.098533], [0.030785, -4.426788, 0.189441], [-0.435730, -4.588491, -1.120578], [-0.615021, -3.493728, -1.946401], [-0.335221, -2.244468, -1.427499], [-0.519509, -0.699177, -2.492516], [0.086076, -2.047809, -0.180499], [0.277442, -3.131846, 0.603644], [-0.700574, -6.133984, 1.249830], [0.619206, -5.297423, 2.072219], [0.941389, -6.306580, 0.657613], [-0.655562, -5.581403, -1.495281], [-0.964364, -3.601140, -2.963561], [0.634421, -2.937118, 1.608249]], "forces_ev_per_angstrom": [[-0.11, -0.08, -0.04], [-0.01, -0.01, -0.02], [0.00, 0.01, 0.00], [0.00, 0.01, -0.01], [0.01, 0.00, 0.01], [0.01, 0.01, -0.01], [0.00, -0.01, 0.00], [0.02, 0.00, 0.01], [0.00, 0.00, -0.01], [-0.02, 0.03, 0.00], [0.01, 0.01, 0.01], [-0.01, -0.01, 0.01], [0.01, -0.02, 0.00], [0.01, 0.00, 0.01], [-0.01, 0.00, -0.01], [0.00, 0.00, 0.01], [0.01, 0.01, 0.00], [0.01, 0.00, 0.02], [0.00, -0.01, 0.01], [0.03, 0.06, -0.01], [-0.04, 0.00, 0.00], [0.02, 0.02, 0.01], [0.00, -0.02, 0.01], [0.03, 0.04, 0.02], [-0.02, -0.01, 0.01], [0.01, 0.02, -0.03], [0.01, -0.02, 0.01], [-0.04, 0.02, -0.01], [0.04, -0.03, 0.03], [-0.04, 0.01, -0.03], [0.00, 0.01, 0.00], [0.00, 0.00, 0.01], [0.01, 0.00, 0.01], [0.01, 0.00, 0.00], [0.00, 0.00, 0.00], [0.01, 0.00, 0.00], [-0.01, 0.00, 0.00], [0.00, 0.00, -0.01], [-0.01, 0.00, 0.00], [0.00, 0.00, 0.00], [0.00, 0.00, 0.00], [0.00, -0.01, 0.00], [0.00, -0.01, 0.00], [-0.01, 0.00, 0.00], [0.00, 0.00, 0.00], [0.00, 0.00, 0.01], [0.00, 0.00, 0.00], [0.00, 0.00, 0.00], [0.00, 0.00, 0.00], [0.01, 0.00, 0.00], [0.00, 0.00, 0.00], [0.01, 0.00, 0.00], [0.01, 0.00, 0.00], [0.00, -0.01, 0.00], [-0.01, -0.01, 0.01], [-0.01, 0.00, -0.01], [0.01, 0.00, -0.01], [0.00, -0.02, 0.02], [0.00, -0.01, 0.01], [0.01, -0.02, -0.01], [0.00, 0.02, 0.00], [0.00, -0.01, 0.00], [-0.01, 0.00, 0.00], [-0.01, -0.01, -0.02], [-0.02, 0.00, -0.01], [0.05, 0.06, 0.01], [-0.01, -0.02, 0.00], [0.00, 0.00, 0.00], [0.00, 0.00, 0.00], [0.00, 0.00, 0.00], [0.00, 0.00, 0.00], [0.00, 0.00, 0.00], [0.00, 0.00, 0.00]], "mulliken_spin": [2.70, 0.00, 0.01, 0.02, 0.00, 0.00, 0.01, 0.00, 0.01, -0.01, 0.02, 0.01, 0.09, 0.15, 0.18, -0.01, 0.13, 0.01, 0.02, -0.01, 0.02, 0.01, 0.01, -0.06, 0.03, 0.01, 0.01, 0.01, 0.08, 0.11, 0.19, 0.00, 0.00, 0.00, 0.00, 0.00, 0.00, 0.00, 0.00, 0.00, 0.00, 0.00, 0.00, 0.00, 0.01, 0.01, 0.00, 0.05, 0.03, 0.00, 0.01, 0.00, 0.00, 0.00, -0.01, 0.00, 0.01, 0.00, 0.00, 0.00, 0.00, 0.01, 0.00, 0.03, 0.04, 0.07, 0.02, 0.00, 0.00, 0.00, 0.00, 0.00, 0.00], "spin_multiplicity": 5, "e_tot_ev": -115793.1634, "max_force_ev_per_a": 0.14, "lumo_energy_ev": [-11.96, -14.32], "gap_ha": [0.2477, 0.1679], "charge": 4}